{"formula": "C35H59BBr4Cl2ILiN5NaO14P", "method": "wB97M-V/def2-TZVPD", "largest_force_ha_per_bohr": 0.157, "charge": 1, "homo_energy_ev": -5.99, "energy_ha": -14745.30537, "lumo_energy_ev": -4.393, "symbols": ["C", "C", "C", "C", "C", "C", "C", "C", "O", "C", "C", "O", "N", "O", "N", "B", "O", "O", "C", "C", "N", "C", "C", "C", "Cl", "C", "C", "C", "C", "O", "O", "N", "C", "C", "C", "I", "C", "P", "O", "Cl", "H", "H", "H", "H", "H", "H", "H", "H", "H", "H", "H", "H", "H", "H", "H", "H", "H", "H", "H", "H", "H", "H", "H", "H", "H", "H", "H", "H", "H", "H", "H", "H", "H", "H", "H", "H", "H", "H", "H", "H", "H", "H", "Br", "C", "C", "C", "O", "C", "C", "C", "O", "H", "H", "H", "H", "C", "O", "O", "O", "C", "C", "C", "O", "C", "N", "H", "H", "H", "H", "H", "H", "H", "H", "H", "H", "H", "H", "C", "Br", "Br", "Br", "H", "Na", "Li"], "xyz": [[-6.523, 1.982, -0.045], [-5.655, 3.332, -0.308], [-4.281, 3.183, 0.551], [-3.418, 1.974, -0.076], [-1.817, 2.089, 0.011], [-1.090, 3.044, -1.032], [-2.226, 3.955, -1.968], [-2.457, 5.550, -1.426], [-1.637, 5.099, -2.761], [-1.516, 2.445, 1.588], [-1.373, 4.031, 1.868], [-1.978, 4.495, 3.104], [-3.223, 5.033, 2.924], [-3.953, 4.391, 3.640], [-0.325, 1.801, 2.214], [-0.517, 1.512, 3.697], [-1.614, 0.782, 4.264], [0.514, 1.952, 4.665], [0.494, 3.387, 4.827], [0.088, 0.534, 1.508], [1.406, 0.161, 1.399], [1.762, -1.057, 0.597], [3.022, -0.809, -0.427], [2.601, -1.306, -1.929], [4.023, -1.240, -3.102], [2.527, 0.912, 2.023], [2.713, 2.439, 1.570], [2.296, 2.792, 0.057], [3.667, 3.265, -0.688], [3.913, 4.509, -0.759], [4.606, 2.365, -1.261], [-1.067, -0.102, 0.911], [-1.466, -1.454, 1.147], [-1.432, -1.956, 2.707], [-1.783, -3.539, 2.678], [-3.454, -3.926, 4.084], [-1.268, 0.579, -0.375], [-2.200, -0.316, -1.735], [-1.979, 0.703, -3.138], [-1.179, -2.103, -2.262], [-5.993, 1.318, 0.750], [-7.554, 2.231, 0.388], [-6.698, 1.387, -1.013], [-6.290, 4.232, 0.028], [-5.428, 3.380, -1.444], [-3.775, 4.206, 0.543], [-4.598, 2.869, 1.621], [-3.856, 1.802, -1.117], [-3.700, 1.026, 0.543], [-0.352, 3.812, -0.631], [-0.561, 2.518, -1.922], [-3.187, 3.368, -2.415], [-3.613, 5.302, -1.472], [-2.607, 6.497, -2.035], [-2.434, 2.096, 2.215], [-0.230, 4.231, 1.969], [-1.736, 4.714, 1.024], [-1.492, 0.742, 5.252], [0.803, 3.978, 3.873], [-0.578, 3.680, 5.187], [1.294, 3.635, 5.659], [0.915, -1.388, -0.128], [1.995, -1.927, 1.329], [3.299, 0.294, -0.538], [3.930, -1.418, -0.077], [2.122, -2.348, -1.904], [1.799, -0.545, -2.290], [3.554, 0.398, 1.945], [2.307, 0.931, 3.168], [3.803, 2.746, 1.835], [2.050, 3.084, 2.271], [1.667, 3.767, 0.118], [1.742, 1.968, -0.509], [5.101, 2.885, -1.940], [-0.889, -2.290, 0.571], [-2.579, -1.616, 0.833], [-2.359, -1.443, 3.185], [-0.451, -1.700, 3.238], [-2.234, -3.789, 1.638], [-0.880, -4.204, 2.900], [-0.188, 0.754, -0.792], [-2.836, 0.702, -3.621], [3.071, -1.847, -5.147], [2.253, -6.595, 0.149], [2.420, -7.918, 0.159], [1.915, -8.746, 1.275], [2.069, -9.953, 1.285], [1.218, -8.051, 2.377], [1.051, -6.728, 2.367], [1.556, -5.900, 1.251], [1.402, -4.691, 1.239], [2.617, -5.973, -0.660], [2.928, -8.443, -0.641], [0.854, -8.673, 3.186], [0.544, -6.204, 3.167], [-3.758, 6.592, 6.242], [-4.926, 6.781, 6.593], [-3.069, 7.400, 5.550], [-3.077, 5.563, 6.518], [4.063, -6.174, -7.896], [4.209, -5.479, -6.549], [4.682, -6.403, -5.420], [3.625, -7.270, -5.005], [3.579, -8.516, -5.699], [2.869, -4.947, -6.154], [3.185, -6.818, -7.943], [3.954, -5.434, -8.694], [4.945, -6.778, -8.121], [4.880, -4.622, -6.646], [4.924, -5.786, -4.549], [5.591, -6.953, -5.680], [4.559, -8.826, -6.070], [2.869, -8.444, -6.524], [3.208, -9.276, -5.008], [2.379, -4.466, -6.912], [2.940, -4.306, -5.352], [2.293, -5.739, -5.830], [-1.277, 10.215, 3.896], [0.000, 11.674, 3.905], [-2.804, 10.598, 2.764], [-0.439, 8.527, 3.427], [-1.653, 10.111, 4.914], [-0.134, 5.428, 4.990], [-4.993, 0.701, -1.731]], "forces_ev_per_a": [[0.250, 0.168, 0.580], [-0.026, -1.037, 0.555], [-1.225, 0.051, -0.504], [-0.687, 0.224, 1.439], [0.019, -0.921, -0.809], [-1.711, 1.815, -2.759], [3.446, 2.629, 0.317], [-1.690, -1.516, -1.380], [-3.354, -4.826, 1.814], [-1.617, 0.282, 0.642], [1.383, 0.896, -1.153], [3.268, -1.357, -0.532], [-3.574, -2.257, 2.178], [0.937, 2.562, -1.884], [0.579, -1.894, -0.550], [0.060, -0.852, 1.693], [2.371, 1.531, -0.260], [-1.616, 0.921, -1.704], [0.634, -0.983, 1.050], [-1.143, 1.257, 1.436], [-0.691, -0.229, -0.953], [0.638, -0.876, -1.141], [-0.206, -0.632, -0.498], [-0.280, 1.042, 1.176], [1.381, 1.774, 7.761], [0.533, 0.745, 1.890], [-0.551, 0.304, 0.919], [1.626, 0.789, 0.118], [1.006, 3.811, -1.059], [-1.141, -4.856, 0.358], [-2.367, 1.221, 0.776], [1.522, 0.445, -0.189], [-0.577, -3.627, 0.814], [-1.605, 0.200, -0.902], [0.243, 0.761, -0.965], [0.996, -0.019, -0.641], [2.929, 1.639, 0.450], [-1.218, 0.037, -1.937], [-0.366, -1.024, 2.014], [-0.288, 1.619, 0.534], [-0.962, 0.964, -1.423], [1.452, -0.501, -0.841], [-0.142, 0.641, 1.212], [1.265, -1.336, -0.693], [-0.282, 0.364, 1.789], [-0.421, -1.656, 0.124], [0.674, 0.886, -1.736], [1.447, 0.696, 0.941], [0.619, 1.418, -1.046], [-1.265, -1.055, -0.317], [-0.810, 0.376, 1.811], [2.392, 1.766, 0.944], [0.875, 0.471, -1.240], [0.723, 0.090, 1.880], [1.265, 0.593, -1.344], [-1.926, -0.322, -0.188], [0.345, -1.097, 0.908], [-0.247, 0.081, -1.365], [-0.477, -1.303, 1.142], [1.740, -1.180, -0.534], [-1.608, -0.431, -1.509], [1.069, 0.752, 1.741], [-0.432, 1.359, -1.299], [-0.274, -1.623, 0.369], [-1.304, 1.077, -0.528], [0.967, 1.395, -0.249], [1.372, -1.384, 0.230], [-2.034, 0.251, -0.409], [0.395, 0.050, -1.873], [-1.828, -0.577, -0.741], [1.086, -1.137, -1.290], [1.194, -1.800, -0.458], [0.898, 1.091, 0.911], [-0.337, -0.263, 0.897], [-0.678, 1.570, 0.678], [1.759, 0.551, 0.395], [2.114, -0.628, -0.439], [-1.468, -0.418, -0.729], [0.892, 0.208, 1.890], [-1.514, 0.946, -0.251], [-1.790, -0.275, 0.243], [0.957, -0.187, 0.265], [-3.095, -2.664, -6.658], [0.103, -0.227, -0.152], [0.057, 0.334, -0.199], [0.089, -0.641, 0.020], [-0.063, 0.461, -0.021], [-0.162, 0.302, 0.215], [-0.032, -0.243, 0.090], [-0.022, 0.250, 0.017], [-0.034, -0.123, 0.005], [-0.006, 0.029, 0.026], [-0.010, -0.026, 0.041], [0.023, -0.025, -0.031], [0.023, -0.006, -0.002], [0.414, 0.321, -0.270], [-0.567, -0.004, 0.135], [0.465, 1.621, -1.172], [0.800, -2.329, 0.655], [0.085, 0.193, -0.352], [0.193, -0.343, -0.453], [-0.553, 0.406, 0.548], [0.671, -0.028, -0.193], [-0.436, -0.123, 0.129], [-0.302, -0.914, 0.402], [0.036, -0.084, 0.111], [0.049, -0.067, 0.075], [-0.110, 0.101, 0.049], [-0.108, -0.040, 0.153], [-0.045, -0.047, -0.010], [-0.166, 0.030, -0.221], [-0.029, 0.109, 0.022], [0.119, -0.174, -0.137], [0.082, 0.123, 0.003], [0.264, 0.341, 0.238], [0.032, 1.073, -0.122], [0.235, 0.075, -0.222], [-0.400, 0.276, 0.333], [-0.223, -0.387, -0.083], [0.479, -0.165, 0.231], [0.069, 0.076, -0.162], [0.057, -0.143, -0.296], [-1.397, 2.994, 0.443], [-0.176, -0.551, 0.254]], "lowdin_charge": [-0.127, -0.215, -0.184, -0.208, -0.263, -0.049, -0.135, -0.066, -0.143, -0.140, -0.101, -0.168, 0.036, 0.090, 0.108, -0.536, 0.135, -0.027, -0.124, -0.152, -0.034, -0.108, -0.200, -0.558, 0.213, -0.122, -0.132, -0.070, -0.375, 0.033, 0.037, -0.108, -0.242, -0.250, -0.608, 0.691, -0.396, 0.635, -0.353, 0.259, 0.093, 0.102, 0.036, 0.133, 0.096, 0.092, 0.126, -0.001, 0.134, 0.111, 0.124, 0.147, 0.058, 0.141, 0.161, 0.134, 0.114, 0.148, 0.096, 0.117, 0.160, 0.094, 0.140, 0.079, 0.115, 0.073, 0.076, 0.148, 0.138, 0.145, 0.089, 0.117, 0.103, 0.136, 0.086, 0.131, 0.066, 0.120, 0.055, 0.036, 0.121, 0.036, -0.273, 0.020, 0.029, -0.380, 0.123, 0.034, 0.020, -0.383, 0.069, 0.119, 0.124, 0.129, 0.114, -1.037, 0.038, -0.045, -0.031, -0.039, -0.317, -0.166, -0.199, -0.081, 0.160, 0.075, 0.093, 0.098, 0.151, 0.135, 0.135, 0.097, 0.078, 0.094, 0.140, -0.005, 0.156, -1.589, 0.574, 0.587, 0.556, -0.018, 0.511, 0.637]}

=====

{"formula": "C35H59BN3O7PS3", "method": "wB97M-V/def2-TZVPD", "largest_force_ha_per_bohr": 0.090, "homo_energy_ev": -8.12, "energy_ha": -3620.31966, "lumo_energy_ev": -1.457, "smiles": "CCCCc1c(S)c2c(c([PH2]=N)c1N(C)C(C)=O)C(=O)C(B(O)CC)=C(CCCSC(=S)N1CCOCC1)C2=O.CCOCC.CCOCC", "symbols": ["C", "C", "C", "C", "C", "C", "S", "C", "C", "C", "P", "N", "C", "N", "C", "C", "C", "O", "C", "O", "C", "B", "O", "C", "C", "C", "C", "C", "C", "S", "C", "S", "N", "C", "C", "O", "C", "C", "C", "O", "H", "H", "H", "H", "H", "H", "H", "H", "H", "H", "H", "H", "H", "H", "H", "H", "H", "H", "H", "H", "H", "H", "H", "H", "H", "H", "H", "H", "H", "H", "H", "H", "H", "H", "H", "H", "H", "H", "H", "C", "C", "O", "C", "C", "H", "H", "H", "H", "H", "H", "H", "H", "H", "H", "C", "C", "O", "C", "C", "H", "H", "H", "H", "H", "H", "H", "H", "H", "H"], "xyz": [[4.235, -2.242, 3.824], [5.147, -0.919, 3.533], [4.541, 0.398, 4.231], [4.809, 1.758, 3.365], [3.395, 2.078, 2.646], [2.278, 2.721, 3.558], [2.561, 3.115, 5.351], [0.906, 2.989, 2.896], [0.642, 2.643, 1.379], [1.744, 2.019, 0.474], [1.322, 1.659, -1.330], [1.242, 3.050, -2.161], [3.126, 1.736, 1.138], [4.242, 1.104, 0.405], [3.946, -0.333, 0.113], [4.649, 1.866, -0.782], [5.333, 1.075, -2.018], [4.423, 3.108, -0.829], [-0.847, 2.963, 0.825], [-1.021, 3.542, -0.266], [-2.027, 2.537, 1.848], [-3.360, 1.765, 1.367], [-4.368, 1.147, 2.204], [-3.650, 1.549, -0.243], [-3.144, 0.030, -0.542], [-1.764, 2.885, 3.221], [-2.759, 2.580, 4.427], [-2.219, 1.270, 5.180], [-3.182, -0.008, 5.130], [-2.091, -1.487, 4.816], [-3.035, -2.835, 4.002], [-4.689, -3.006, 4.218], [-2.219, -3.775, 3.171], [-2.388, -5.183, 3.621], [-1.450, -6.125, 2.687], [-2.022, -6.092, 1.335], [-1.817, -4.740, 0.823], [-2.495, -3.592, 1.715], [-0.375, 3.591, 3.679], [-0.308, 4.506, 4.527], [3.344, -2.197, 3.094], [3.786, -2.221, 4.886], [4.821, -3.213, 3.645], [5.255, -0.847, 2.400], [6.169, -1.154, 3.990], [3.402, 0.213, 4.317], [4.978, 0.533, 5.292], [5.606, 1.551, 2.568], [5.138, 2.586, 4.075], [2.797, 1.884, 5.987], [0.014, 1.072, -1.349], [2.322, 0.872, -2.012], [1.473, 3.843, -1.534], [3.264, -0.730, 0.958], [4.875, -1.013, 0.124], [3.415, -0.527, -0.878], [5.927, 1.817, -2.659], [4.499, 0.597, -2.659], [6.008, 0.241, -1.597], [-4.143, 0.196, 2.304], [-4.791, 1.624, -0.431], [-3.164, 2.335, -0.903], [-2.178, -0.158, 0.071], [-3.893, -0.759, -0.144], [-2.891, -0.153, -1.637], [-3.865, 2.591, 4.174], [-2.608, 3.455, 5.174], [-1.969, 1.486, 6.273], [-1.233, 0.958, 4.657], [-4.084, 0.075, 4.441], [-3.610, -0.162, 6.195], [-3.472, -5.527, 3.444], [-2.057, -5.367, 4.697], [-0.371, -5.736, 2.614], [-1.492, -7.209, 3.042], [-0.687, -4.615, 0.677], [-2.315, -4.710, -0.206], [-3.639, -3.555, 1.593], [-2.000, -2.599, 1.407], [-0.525, 3.680, -5.139], [0.931, 3.741, -5.570], [1.104, 3.811, -6.982], [0.522, 4.932, -7.633], [1.060, 6.265, -7.142], [-1.023, 2.819, -5.597], [-0.595, 3.591, -4.052], [-1.077, 4.573, -5.437], [1.433, 2.829, -5.240], [1.451, 4.572, -5.084], [-0.569, 4.892, -7.550], [0.754, 4.828, -8.697], [0.850, 6.426, -6.083], [0.607, 7.087, -7.702], [2.145, 6.310, -7.270], [-3.903, -5.191, -3.464], [-3.464, -3.753, -3.688], [-2.084, -3.533, -3.420], [-1.161, -4.282, -4.200], [-1.279, -4.024, -5.692], [-3.692, -5.499, -2.435], [-4.975, -5.295, -3.649], [-3.382, -5.884, -4.126], [-4.021, -3.106, -3.006], [-3.711, -3.419, -4.700], [-1.257, -5.350, -3.975], [-0.163, -3.985, -3.868], [-2.258, -4.309, -6.081], [-0.523, -4.595, -6.237], [-1.138, -2.961, -5.908]], "forces_ev_per_a": [[-0.319, 0.821, -0.339], [-0.060, -1.145, 0.924], [0.022, -0.275, -0.411], [-1.291, -1.018, -0.442], [-1.788, 0.974, -0.843], [-0.949, -1.443, -3.786], [-0.216, -0.720, -0.912], [1.429, -0.988, -1.485], [2.217, -0.497, 1.171], [0.435, 0.161, 4.203], [-0.007, 4.492, -0.949], [0.535, -1.375, 1.434], [-1.930, 1.679, 2.781], [-1.357, 0.309, -1.951], [-0.276, -1.781, 0.701], [-0.613, 2.967, -0.415], [-0.244, 0.020, 0.888], [1.041, -4.507, 0.174], [0.004, 0.732, -0.782], [0.346, -2.071, 3.580], [1.783, 1.123, 2.751], [-1.069, -0.250, -1.459], [2.158, 0.087, -0.387], [-0.524, -0.104, 0.264], [0.375, 0.059, 0.712], [-0.793, -0.566, -1.719], [1.081, 1.248, 0.710], [0.489, -0.618, -0.459], [-0.916, 0.085, 1.601], [-0.471, -0.769, -1.509], [-0.902, -0.033, -0.028], [1.995, 0.302, -0.377], [-0.359, 0.778, 1.559], [0.431, -1.583, -0.910], [-0.963, 0.544, -0.143], [0.741, 1.419, 0.970], [-0.367, -0.222, -0.440], [0.274, 0.145, -0.287], [0.597, 0.892, 0.354], [-0.364, -3.326, -2.799], [1.236, -0.271, 1.115], [0.886, -0.117, -1.586], [-0.911, 1.500, 0.319], [-0.080, 0.259, 1.591], [-1.219, 0.562, -0.830], [1.775, 0.488, 0.010], [-0.715, -0.367, -1.680], [-1.213, 0.445, 1.209], [-0.677, -0.921, -1.202], [-0.214, 0.890, -1.253], [0.844, -0.690, 0.273], [-0.833, -0.478, 0.979], [-0.277, -0.622, -0.640], [1.103, 0.674, -1.401], [-1.177, 1.289, -0.009], [0.644, 0.425, 1.305], [-1.008, -1.108, 1.152], [1.365, 0.779, 1.040], [-0.996, 1.292, -0.834], [-0.417, 0.698, -0.061], [1.804, -0.242, 0.314], [-0.333, -1.241, 0.744], [-1.260, 0.219, -1.060], [1.069, 1.368, -0.855], [-0.500, 0.183, 1.461], [1.593, -0.387, -0.020], [-0.214, -1.305, -1.291], [-0.362, -0.193, -1.578], [-1.436, 0.559, 0.942], [1.452, -0.192, 0.654], [0.523, 0.239, -1.809], [1.523, 0.316, 0.478], [-0.612, 0.712, -1.316], [-1.455, -0.569, 0.430], [0.094, 1.536, -0.478], [-1.510, 0.250, 0.373], [0.743, -0.007, 1.411], [1.590, -0.138, -0.271], [-1.008, -1.376, 0.331], [-0.162, 0.021, -0.015], [-0.160, 0.001, 0.124], [0.082, -0.077, -0.256], [0.057, -0.052, 0.108], [0.076, 0.070, 0.109], [0.066, 0.054, 0.025], [0.141, -0.019, -0.093], [0.013, 0.031, 0.040], [0.048, 0.099, -0.175], [-0.060, 0.003, 0.060], [-0.018, 0.080, 0.060], [0.055, -0.172, 0.123], [-0.072, 0.025, -0.061], [0.031, -0.065, 0.016], [-0.094, -0.010, -0.030], [0.089, -0.099, 0.029], [-0.004, -0.121, -0.009], [0.050, 0.137, 0.191], [-0.063, -0.008, -0.081], [-0.087, 0.086, -0.082], [-0.065, 0.040, -0.088], [0.082, 0.039, 0.042], [-0.073, 0.016, -0.042], [0.237, 0.060, 0.009], [-0.007, -0.065, -0.049], [-0.034, -0.025, -0.070], [-0.178, 0.084, 0.130], [0.068, -0.082, -0.005], [-0.043, 0.045, 0.057], [0.029, -0.095, 0.030]], "lowdin_charge": [-0.131, -0.248, -0.217, -0.155, -0.064, -0.404, 0.746, -0.031, -0.011, -0.156, 0.789, -0.294, -0.124, -0.093, -0.110, -0.402, -0.014, 0.024, -0.258, 0.053, 0.057, -0.348, 0.044, -0.152, -0.120, -0.042, -0.126, -0.233, -0.460, 0.851, -1.026, 0.648, -0.248, -0.174, -0.157, -0.196, -0.168, -0.159, -0.241, 0.058, 0.064, 0.078, 0.074, 0.073, 0.105, 0.099, 0.115, 0.110, 0.097, -0.105, 0.007, -0.007, -0.009, 0.105, 0.098, 0.066, 0.100, 0.081, 0.086, 0.093, 0.112, 0.088, 0.065, 0.083, 0.077, 0.122, 0.125, 0.120, 0.092, 0.067, 0.092, 0.118, 0.133, 0.130, 0.131, 0.130, 0.125, 0.114, 0.129, -0.090, -0.288, -0.170, -0.287, -0.085, 0.078, 0.049, 0.062, 0.104, 0.103, 0.103, 0.115, 0.065, 0.075, 0.081, -0.077, -0.279, -0.174, -0.282, -0.080, 0.073, 0.080, 0.067, 0.115, 0.106, 0.106, 0.116, 0.066, 0.078, 0.083]}